The following is a DFT calculation (wB97M-V/def2-TZVPD) of the molecule C5H11NO2.

ORCA input file:
```
! wB97M-V def2-TZVPD RIJCOSX def2/J DEFGRID3
* xyz 0 1
C 1.57 0.23 -0.42
C -0.62 1.82 0.42
C -0.92 -1.80 -0.57
N -0.41 0.63 -0.40
C -0.36 -0.70 0.34
C 1.11 -0.68 0.52
O 2.60 1.08 -0.08
O -1.05 -0.70 1.58
H 3.03 1.41 -0.89
H -1.98 -0.94 1.43
H -1.06 0.62 -1.19
H 1.51 0.14 -1.52
H 1.67 -1.20 1.28
H -0.56 2.70 -0.22
H 0.16 1.85 1.18
H -1.59 1.81 0.93
H -2.00 -1.72 -0.72
H -0.43 -1.78 -1.54
H -0.70 -2.77 -0.11
*
```

SMILES: CN[C@](C)(O)/C=C/O
Highest occupied orbital energy (eV): -7.0
Energy above the lowest of the compared OMol25 structures with the same formula, charge and spin (eV): 3.876
Frontier orbital gap (eV): 7.7160
Total energy (eV): -10945.3912

The following is a DFT calculation (wB97M-V/def2-TZVPD) of a structure of composition C47H58As3N5O2S3Tl.

ORCA input file:
```
! wB97M-V def2-TZVPD RIJCOSX def2/J DEFGRID3
* xyz 1 1
Tl 0.00 0.00 0.00
C 0.00 -1.52 3.71
As -0.27 0.16 2.71
C 1.35 0.99 3.47
C -1.61 0.88 4.00
C -2.23 2.27 3.65
C -3.28 2.57 4.74
C -2.97 2.20 2.28
As -1.83 1.72 0.72
C -3.35 1.58 -0.54
C -1.37 3.55 0.13
C -1.13 3.36 3.66
As -1.77 5.23 3.37
C -2.05 5.71 5.27
C 0.05 6.00 3.33
H 0.18 -1.31 4.79
H 0.87 -2.06 3.29
H -0.91 -2.16 3.62
H 1.34 0.93 4.58
H 1.44 2.05 3.16
H 2.24 0.45 3.08
H -1.15 0.90 5.01
H -2.43 0.13 4.03
H -4.05 1.77 4.79
H -3.83 3.51 4.52
H -2.81 2.65 5.74
H -3.50 3.15 2.06
H -3.75 1.40 2.35
H -4.00 2.47 -0.46
H -3.94 0.67 -0.30
H -2.96 1.50 -1.58
H -2.26 4.20 0.15
H -0.97 3.50 -0.90
H -0.58 3.98 0.78
H -0.42 3.15 2.86
H -0.57 3.34 4.62
H -2.98 5.26 5.66
H -2.14 6.81 5.35
H -1.19 5.37 5.89
H 0.56 5.70 2.39
H 0.65 5.63 4.20
H -0.02 7.10 3.38
N 0.24 -0.15 -2.11
S 0.43 -0.31 -3.46
N 0.78 -1.84 -3.70
S 2.28 -2.36 -3.78
N 3.00 -1.92 -2.43
S 2.44 -2.31 -1.00
N 1.49 -1.40 -0.63
C 1.75 -3.93 -0.82
C 2.59 -5.04 -0.73
C 2.05 -6.31 -0.52
C 0.66 -6.46 -0.41
C -0.18 -5.35 -0.50
C 0.37 -4.08 -0.71
C 3.70 -2.10 0.26
C 4.82 -1.32 -0.02
C 5.80 -1.14 0.95
C 5.66 -1.76 2.20
C 4.54 -2.53 2.48
C 3.55 -2.70 1.51
C 3.11 -1.74 -5.23
C 2.53 -1.98 -6.47
C 3.18 -1.53 -7.62
C 4.40 -0.86 -7.52
C 4.97 -0.63 -6.26
C 4.32 -1.07 -5.11
C 2.37 -4.12 -4.03
C 1.21 -4.87 -4.19
C 1.31 -6.24 -4.42
C 2.57 -6.85 -4.51
C 3.73 -6.08 -4.35
C 3.63 -4.71 -4.11
C 1.60 0.91 -3.99
C 1.62 1.31 -5.33
C 2.50 2.32 -5.73
C 3.34 2.93 -4.80
C 3.31 2.53 -3.46
C 2.44 1.52 -3.05
C -1.17 0.11 -4.14
C -2.02 -0.90 -4.57
C -3.28 -0.57 -5.08
C -3.66 0.76 -5.18
C -2.81 1.77 -4.74
C -1.56 1.45 -4.21
H 3.66 -4.90 -0.85
H 2.70 -7.17 -0.48
H 0.24 -7.45 -0.27
H -1.25 -5.46 -0.44
H -0.27 -3.21 -0.81
H 4.91 -0.83 -0.99
H 6.66 -0.52 0.74
H 6.43 -1.61 2.96
H 4.41 -3.00 3.45
H 2.65 -3.27 1.72
H 1.58 -2.50 -6.52
H 2.73 -1.72 -8.59
H 4.90 -0.51 -8.41
H 5.90 -0.09 -6.17
H 4.74 -0.88 -4.13
H 0.25 -4.39 -4.10
H 0.41 -6.82 -4.52
H 2.64 -7.91 -4.68
H 4.71 -6.54 -4.41
H 4.51 -4.09 -3.98
H 0.99 0.80 -6.04
H 2.53 2.61 -6.78
H 4.03 3.71 -5.11
H 3.97 2.98 -2.73
H 2.41 1.17 -2.02
H -1.72 -1.94 -4.47
H -3.95 -1.37 -5.40
H -4.64 1.02 -5.58
H -3.11 2.82 -4.80
H -0.89 2.22 -3.84
O 2.30 -1.98 2.91
N 2.44 -1.03 1.97
O 1.29 -0.82 1.33
H -1.19 0.75 -1.22
*
```

Highest occupied orbital energy (eV): -8.2
Frontier orbital gap (eV): 5.5284
Total energy (eV): -280908.9288

The following is a DFT calculation (wB97M-V/def2-TZVPD) of a cluster of 2 separate species, CHClNOP in total.

ORCA input file:
```
! wB97M-V def2-TZVPD RIJCOSX def2/J DEFGRID3
* xyz 0 1
C -1.03 1.20 -0.19
N 0.13 1.39 -0.14
O -2.18 0.98 -0.21
P 1.21 -1.25 0.82
Cl 0.24 -2.26 -0.47
H 1.62 -0.05 0.19
*
```

Highest occupied orbital energy (spin up / spin down) (eV): -8.9 / -10.5
Energy above the lowest of the compared OMol25 structures with the same formula, charge and spin (eV): 3.653
Frontier orbital gap (spin up / spin down) (eV): 5.4444 / 8.3716
Total energy (eV): -26398.8541

The following is a DFT calculation (wB97M-V/def2-TZVPD) of a cluster of 2 separate species, C2H3NO3 in total.

ORCA input file:
```
! wB97M-V def2-TZVPD RIJCOSX def2/J DEFGRID3
* xyz 0 1
C -3.96 -0.38 0.18
C -0.06 1.69 -0.13
N -1.29 0.89 -0.33
O -4.14 0.37 1.03
O -3.88 -1.05 -0.73
O -1.24 -0.13 0.34
H -0.56 2.51 0.53
H 0.75 1.15 0.45
H 0.31 2.17 -1.13
*
```

SMILES: O=C=O.CN=O
Highest occupied orbital energy (eV): -9.8
Energy above the lowest of the compared OMol25 structures with the same formula, charge and spin (eV): 3.055
Frontier orbital gap (eV): 9.5010
Total energy (eV): -9753.0347